# 1
# C18H20Cl2RbSSi

C18H20Cl2RbSSi as an isolated structure (the ωB97M-V functional and the def2-TZVPD basis, the Open Molecules 2025 dataset).

The value obtained for the LUMO energy is 2.16 eV. The calculation puts the total energy at -63405.60677 eV. Its total charge is -1. As for the highest occupied orbital energy: -4.28 eV. Its multiplicity is 1.

```
43
Properties=species:S:1:pos:R:3:mulliken_charge:R:1
Rb 0.5542 0.3411 -1.0565 0.892
C -0.5468 1.1788 2.9282 -1.336
C -0.1479 2.1556 1.8535 0.893
C 1.1526 2.6489 1.7741 -0.440
C 1.5233 3.5111 0.7502 -0.495
C 0.5959 3.8915 -0.2110 -0.435
C -0.7016 3.3997 -0.1457 -0.403
C -1.0685 2.5420 0.8811 -0.451
H -0.5371 0.1545 2.5478 0.247
H -1.5574 1.3813 3.2830 0.362
H 0.1365 1.2221 3.7762 0.384
H 1.8883 2.3386 2.5070 0.289
H 2.5425 3.8735 0.6963 0.425
H 0.8884 4.5559 -1.0148 0.361
H -1.4255 3.6372 -0.9135 0.311
H -2.0679 2.1249 0.8846 0.310
Cl 3.7118 1.0637 -0.2019 -0.106
C 4.8617 -0.2223 -0.5082 0.540
C 6.1842 0.1645 -0.6192 -0.764
C 7.1626 -0.7886 -0.8481 -0.310
C 6.7823 -2.1168 -0.9604 -0.722
C 5.4522 -2.4743 -0.8468 0.518
Cl 5.0846 -4.1698 -1.0027 -0.233
C 4.4018 -1.5544 -0.6150 -0.411
S 2.7522 -2.0345 -0.4692 -0.553
H 6.4371 1.2119 -0.5235 0.338
H 8.2020 -0.5029 -0.9371 0.336
H 7.5178 -2.8899 -1.1379 0.375
C -4.0361 -2.2394 0.9219 -0.924
Si -4.4325 -1.4468 -0.7393 0.066
C -6.1207 -0.6272 -0.5841 -0.962
C -4.5841 -2.8273 -2.0079 -0.929
C -3.1722 -0.2497 -1.2076 0.268
C -2.3649 0.6184 -1.5674 -0.904
H -4.7978 -2.9675 1.2142 0.254
H -3.9753 -1.4772 1.7025 0.263
H -3.0721 -2.7514 0.8841 0.291
H -6.9002 -1.3502 -0.3285 0.279
H -6.3942 -0.1428 -1.5241 0.291
H -6.0995 0.1446 0.1884 0.268
H -5.3790 -3.5308 -1.7448 0.273
H -3.6469 -3.3827 -2.0839 0.265
H -4.8039 -2.4133 -2.9942 0.281
```

# 2
# C2H5NO

A 2-piece molecular cluster, C2H5NO overall in a non-equilibrium geometry (the ωB97M-V functional and the def2-TZVPD basis, the Open Molecules 2025 dataset).

The value obtained for the LUMO energy (spin up / spin down) is 0.91 / -1.92 eV. The calculation puts the total energy at -5685.55349 eV. Its total charge is 0. As for the highest occupied orbital energy (spin up / spin down): -7.04 / -9.83 eV. Its multiplicity is 3. The expectation value of S² is 2.017.

```
9
Properties=species:S:1:pos:R:3:mulliken_charge:R:1
C -0.7501 -1.0072 -0.3812 -0.388
C 1.1349 0.6980 0.1250 -0.971
N -0.9079 0.1655 0.1526 0.241
O -2.0063 0.6385 0.5624 -0.372
H 0.3221 -1.4169 -0.3212 0.217
H -1.6781 -1.5349 -0.5760 0.315
H 0.9289 1.7479 -0.1360 0.248
H 1.4318 0.0404 -0.6192 0.455
H 1.5246 0.6687 1.1935 0.254
```

# 3
# C42H63BN2O16

A 7-piece molecular cluster, C42H63BN2O16 overall in a non-equilibrium geometry (the ωB97M-V functional and the def2-TZVPD basis, the Open Molecules 2025 dataset).

The value obtained for the LUMO energy is -0.55 eV. The calculation puts the total energy at -80992.08211 eV. Its total charge is 0. As for the highest occupied orbital energy: -9.09 eV. Its multiplicity is 1. Its SMILES is CCOCCCCCc1cc2ncc(COO)nc2cc1B(O)CC.O=C1CCCO1.O=C1CCCO1.O=C1CCCO1.O=C1CCCO1.O=C1CCCO1.O=C1CCCO1.

```
124
Properties=species:S:1:pos:R:3:mulliken_charge:R:1
C 5.4632 -2.5763 -2.0316 -1.170
C 4.7880 -1.2472 -1.7363 -0.211
O 4.0177 -0.8116 -2.8480 -0.309
C 2.6787 -0.4999 -2.5030 -0.784
C 1.9062 -0.1544 -3.7559 0.348
C 0.7149 0.7523 -3.4621 -0.221
C -0.0274 1.2018 -4.7281 -0.897
C -1.5302 0.8541 -4.7111 -1.319
C -1.7408 -0.6099 -4.3782 0.395
C -1.1130 -1.5505 -5.1669 -0.467
C -1.2172 -2.9348 -4.9133 -0.094
N -0.5626 -3.8132 -5.7318 -0.653
C -0.7103 -5.0605 -5.3874 -0.707
C -1.4728 -5.5045 -4.2785 0.646
C -1.5500 -6.9847 -3.9591 -0.430
O -1.5617 -7.1842 -2.5544 -0.236
O -0.2753 -6.8412 -2.0820 -0.373
N -2.1298 -4.6810 -3.5121 -0.566
C -2.0003 -3.3584 -3.8333 -0.025
C -2.6601 -2.3963 -3.0394 -0.371
C -2.5630 -1.0374 -3.2764 0.938
B -3.3428 -0.0652 -2.3217 0.689
O -2.7786 1.1318 -1.8753 -0.621
C -4.8086 -0.4224 -1.8484 -0.549
C -5.2020 0.2277 -0.5070 -1.010
H 4.7800 -3.4091 -1.8652 0.335
H 6.3195 -2.7363 -1.3705 0.347
H 5.8518 -2.5922 -3.0478 0.253
H 4.1735 -1.3584 -0.8405 0.287
H 5.5614 -0.5209 -1.5124 0.315
H 2.2466 -1.3840 -2.0166 0.370
H 2.6622 0.3103 -1.7626 0.329
H 2.5778 0.4054 -4.4066 -0.294
H 1.6105 -1.0798 -4.2479 0.029
H 1.1342 1.6399 -2.9835 0.562
H 0.0643 0.2887 -2.7168 0.041
H 0.0900 2.2771 -4.8201 0.650
H 0.4071 0.7610 -5.6211 0.410
H -2.0067 1.5164 -3.9999 -0.009
H -1.9598 1.0674 -5.6903 0.443
H -0.5183 -1.2259 -6.0077 0.490
H -0.2121 -5.8084 -5.9941 0.388
H -0.6720 -7.5041 -4.3428 0.390
H -2.4743 -7.4241 -4.3232 0.252
H -0.3831 -5.9598 -1.6964 0.335
H -3.2417 -2.7638 -2.2064 0.436
H -3.3215 1.8601 -2.1988 0.250
H -5.5039 -0.1235 -2.6396 0.324
H -4.9109 -1.5032 -1.7495 0.330
H -4.3343 0.2250 0.1530 0.164
H -5.9929 -0.3240 -0.0071 0.372
H -5.5157 1.2614 -0.6313 0.290
O 7.5468 -1.2551 -0.7183 -0.532
C 8.7129 -1.0798 -0.9247 0.455
C 9.8473 -2.0542 -0.6742 -0.417
C 11.0773 -1.1516 -0.7474 -0.509
C 10.6101 -0.0632 -1.7042 -0.412
O 9.1949 0.0575 -1.4753 -0.358
H 9.8409 -2.8057 -1.4652 0.255
H 9.7352 -2.5322 0.2945 0.320
H 11.9819 -1.6559 -1.0807 0.327
H 11.2753 -0.7211 0.2350 0.262
H 10.7682 -0.3333 -2.7503 0.261
H 11.0828 0.8972 -1.5144 0.305
O 1.7884 3.0105 -6.6362 -0.523
C 2.9552 3.2414 -6.7608 0.503
C 4.1210 2.3703 -6.3289 0.044
C 5.2963 3.3435 -6.3823 -0.641
C 4.8520 4.3130 -7.4690 -0.433
O 3.4184 4.3590 -7.3708 -0.393
H 4.2292 1.5545 -7.0450 0.303
H 3.9558 1.9710 -5.3327 -0.080
H 6.2550 2.8737 -6.5922 0.352
H 5.3810 3.8685 -5.4298 0.276
H 5.1179 3.9658 -8.4698 0.252
H 5.2491 5.3154 -7.3285 0.329
O -0.7330 1.5939 3.9978 -0.565
C -0.8576 1.8370 2.8307 0.619
C -0.6886 3.1783 2.1440 -0.655
C -1.3505 2.9382 0.7871 -0.595
C -1.1304 1.4472 0.5861 0.588
O -1.1474 0.8851 1.9190 -0.301
H 0.3777 3.3886 2.0498 0.274
H -1.1742 3.9646 2.7148 0.331
H -0.9428 3.5430 -0.0202 0.364
H -2.4196 3.1475 0.8580 0.345
H -0.1613 1.2284 0.1310 0.053
H -1.9106 0.9933 -0.0099 -0.457
O -6.9866 0.7579 6.4916 -0.625
C -5.8012 0.8113 6.3254 0.471
C -4.7727 -0.2551 6.6489 -0.412
C -3.4606 0.5252 6.5997 0.047
C -3.7865 1.6206 5.5960 -0.211
O -5.1953 1.8831 5.7636 -0.398
H -4.8199 -1.0284 5.8808 0.261
H -4.9644 -0.6894 7.6255 0.322
H -2.5957 -0.0708 6.3190 -0.228
H -3.2596 0.9666 7.5771 0.270
H -3.6140 1.3036 4.5654 0.121
H -3.2274 2.5344 5.7809 0.340
O -1.5432 -3.0035 6.9891 -0.593
C -0.8249 -2.6173 6.1136 0.508
C -0.2491 -3.4298 4.9679 -0.431
C 0.8615 -2.5205 4.4436 -0.552
C 0.3250 -1.1381 4.7922 -0.151
O -0.4386 -1.3269 6.0006 -0.391
H -1.0336 -3.5876 4.2264 0.243
H 0.1232 -4.3855 5.3252 0.332
H 1.0732 -2.6421 3.3830 0.335
H 1.7839 -2.7124 4.9945 0.279
H -0.3374 -0.7406 4.0282 0.014
H 1.1155 -0.4164 4.9784 0.405
O -6.2962 5.9949 10.2958 -0.575
C -6.9085 5.2945 9.5446 0.470
C -6.4592 3.9778 8.9369 -0.354
C -7.4548 3.7811 7.7968 -0.134
C -8.6820 4.5074 8.3258 -0.528
O -8.1688 5.5809 9.1376 -0.348
H -6.5438 3.1977 9.6952 0.280
H -5.4330 4.0486 8.5875 0.239
H -7.6436 2.7415 7.5451 0.145
H -7.0872 4.2807 6.8994 0.222
H -9.3044 3.8674 8.9552 0.271
H -9.2986 4.9252 7.5335 0.315
```

# 4
# C5H12EuFO2

C5H12EuFO2 as an isolated structure in a non-equilibrium geometry (the ωB97M-V functional and the def2-TZVPD basis, the Open Molecules 2025 dataset).

The value obtained for the LUMO energy (spin up / spin down) is -6.95 / -8.45 eV. The calculation puts the total energy at -31496.67053 eV. Its total charge is +2. As for the highest occupied orbital energy (spin up / spin down): -13.43 / -15.85 eV. Its multiplicity is 7. The expectation value of S² is 12.007.

```
21
Properties=species:S:1:pos:R:3:mulliken_charge:R:1
F 0.1686 -1.8018 1.0582 -0.261
C 1.6940 2.2828 0.4886 -0.845
O 1.1728 0.9284 0.3939 -0.025
C 1.7350 0.0263 1.3907 -0.191
C 0.7835 -0.9615 1.9871 -0.379
H 1.3196 2.8876 -0.3406 0.343
H 1.3437 2.6741 1.4475 0.418
H 2.7777 2.2264 0.3384 0.347
H 2.0862 0.6728 2.2030 0.433
H 2.5699 -0.4905 0.8977 0.307
H -0.0307 -0.5176 2.5682 0.103
H 1.2642 -1.5229 2.7946 0.363
Eu -2.4010 1.4189 1.3594 0.891
C -0.2578 0.6787 -3.0765 -0.645
O 0.7276 1.1925 -2.1922 -0.267
C 1.1264 0.3382 -1.2270 -0.358
H -0.4170 1.4321 -3.8540 0.263
H 0.0793 -0.2618 -3.5374 0.349
H -1.1957 0.4637 -2.5407 0.282
H 2.2138 0.2226 -1.3149 0.389
H 0.7711 -0.7000 -1.2620 0.485
```